A molecular structure, C21H32IrNO2S2 in a non-equilibrium geometry, computed with ωB97M-V with the def2-TZVPD basis set.

Expectation value of S²: 0.772
Energy: -52383.295 eV
Gap between HOMO and LUMO (spin up / spin down): 7.253 / 7.065 eV
E_HOMO (spin up / spin down): -0.367 / -0.377 hartree
ΔE to the lowest compared entry with this formula, charge and spin: 165.8 kJ/mol
F_max: 2.0 eV/Å
LUMO energy (spin up / spin down): -2.72 / -3.20 eV

```
! RIJCOSX wB97M-V def2-TZVPD def2/J DEFGRID3
* xyz 1 2
Ir 0.854 -0.077 0.332
C 0.184 0.188 3.601
C 0.064 0.924 2.286
C -1.255 1.114 1.751
C -2.395 0.500 2.514
C -1.433 1.856 0.594
C -2.792 2.173 0.026
C -0.278 2.374 -0.075
C -0.440 3.186 -1.338
C 1.009 2.261 0.471
C 2.184 2.913 -0.207
C 1.211 1.552 1.701
C 2.500 1.631 2.481
H 1.178 0.269 4.027
H -0.040 -0.872 3.487
H -0.520 0.591 4.330
H -2.602 1.069 3.424
H -2.154 -0.516 2.821
H -3.314 0.461 1.940
H -3.042 3.224 0.192
H -3.579 1.579 0.472
H -2.830 2.005 -1.050
H -1.472 3.466 -1.515
H -0.086 2.644 -2.217
H 0.140 4.105 -1.275
H 2.325 3.927 0.176
H 2.041 2.977 -1.282
H 3.098 2.354 -0.040
H 2.354 2.230 3.383
H 3.295 2.098 1.910
H 2.844 0.644 2.782
O 2.391 0.059 -0.967
N 3.356 -0.888 -0.864
C 4.450 -0.714 -1.643
C 5.372 -1.714 -1.749
C 5.154 -2.909 -1.045
C 4.068 -3.034 -0.219
C 3.153 -1.977 -0.096
S 1.832 -1.959 1.013
H 4.502 0.239 -2.145
H 6.243 -1.568 -2.369
H 5.847 -3.732 -1.153
H 3.886 -3.930 0.357
C -4.877 -2.425 -0.324
C -3.397 -2.672 -0.581
S -2.491 -1.107 -0.638
O -1.075 -1.450 -0.224
C -2.410 -0.820 -2.419
C -1.591 -1.848 -3.180
H -5.429 -3.360 -0.401
H -5.303 -1.733 -1.053
H -5.042 -2.012 0.670
H -3.225 -3.224 -1.502
H -2.913 -3.212 0.233
H -1.962 0.174 -2.495
H -3.444 -0.742 -2.764
H -0.662 -2.058 -2.651
H -1.344 -1.455 -4.165
H -2.132 -2.781 -3.325
*
```

A molecular structure, C4H7NO2 in a non-equilibrium geometry, computed with ωB97M-V with the def2-TZVPD basis set.

Energy: -9844.034 eV
Gap between HOMO and LUMO: 10.690 eV
E_HOMO: -0.358 hartree
ΔE to the lowest compared entry with this formula, charge and spin: 313.2 kJ/mol
F_max: 1.5 eV/Å
LUMO energy: 0.95 eV

```
! RIJCOSX wB97M-V def2-TZVPD def2/J DEFGRID3
* xyz 0 1
C -1.264 -0.661 0.745
C -0.923 -0.263 -0.664
C -0.289 1.013 -0.952
N 1.754 0.853 0.438
C 1.756 -0.385 0.219
O 2.113 -1.507 0.348
O 0.444 -0.315 -1.041
H -0.608 -0.194 1.486
H -1.189 -1.747 0.847
H -2.295 -0.356 0.940
H -1.538 -0.686 -1.440
H -0.145 1.738 -0.141
H -0.230 1.434 -1.941
H 2.414 1.076 1.157
*
```

7 unconnected molecules or ions with the total composition C4H22N2O7S in a non-equilibrium geometry, computed with ωB97M-V with the def2-TZVPD basis set.

Energy: -32652.994 eV
Gap between HOMO and LUMO: 8.369 eV
E_HOMO: -0.325 hartree
ΔE to the lowest compared entry with this formula, charge and spin: 175.2 kJ/mol
SMILES string: NCNC(=O)CCS.O.O.O.O.O.O
F_max: 1.8 eV/Å
LUMO energy: -0.48 eV

```
! RIJCOSX wB97M-V def2-TZVPD def2/J DEFGRID3
* xyz 0 1
O 2.292 2.393 -0.560
C 2.039 1.444 0.173
N 2.005 1.671 1.526
C 1.021 1.125 2.467
N -0.279 0.896 1.917
C 1.946 0.042 -0.297
C 3.064 -0.965 0.029
S 4.632 -0.647 -0.854
H 2.395 2.575 1.738
H 1.428 0.216 2.927
H 1.016 1.743 3.364
H -0.795 1.745 1.846
H -0.360 0.235 1.166
H 1.006 -0.415 -0.003
H 1.915 0.039 -1.389
H 2.680 -1.952 -0.200
H 3.284 -0.878 1.093
H 4.170 -1.221 -1.977
H 0.763 1.682 -3.087
H 1.984 2.022 -2.283
O 1.683 1.936 -3.215
H -3.561 -3.019 0.193
H -3.328 -1.970 1.265
O -3.184 -2.889 1.052
H -4.597 -0.700 -0.892
H -3.416 -0.749 -1.774
O -3.843 -1.265 -1.084
H -1.253 -1.342 -1.462
H -1.568 0.102 -0.949
O -0.862 -0.507 -1.194
H -3.783 1.970 -1.119
H -2.790 1.912 -2.197
O -3.194 1.329 -1.541
H -0.783 -1.563 2.239
H -1.221 -2.589 1.223
O -0.506 -2.405 1.862
*
```

10 unconnected molecules or ions with the total composition C42H76F2I2N4O39S11 in a non-equilibrium geometry, computed with ωB97M-V with the def2-TZVPD basis set.

Energy: -271411.579 eV
Gap between HOMO and LUMO: 8.066 eV
E_HOMO: -0.304 hartree
SMILES string: C#CC[C@@H](CCCSC(=S)N(CC)CC)O[C@](I)(C[C@H](C)I)[C@@](CCCF)(NCC)NC(=O)NC(=O)F.O=S1(=O)OCCO1.O=S1(=O)OCCO1.O=S1(=O)OCCO1.O=S1(=O)OCCO1.O=S1(=O)OCCO1.O=S1(=O)OCCO1.O=S1(=O)OCCO1.O=S1(=O)OCCO1.O=S1(=O)OCCO1
F_max: 2.8 eV/Å
LUMO energy: -0.20 eV

```
! RIJCOSX wB97M-V def2-TZVPD def2/J DEFGRID3
* xyz 0 1
C 0.187 5.435 5.357
C 0.581 5.426 4.243
C 1.179 5.405 2.903
C 1.059 3.962 2.400
C -0.460 3.679 2.265
C -0.930 2.524 3.152
C -2.459 2.415 3.236
S -3.255 3.122 1.753
C -4.852 2.378 1.572
S -5.318 2.045 0.062
N -5.610 2.170 2.745
C -6.950 2.759 2.699
C -6.956 4.167 2.069
C -5.611 0.773 3.167
C -6.408 -0.222 2.278
O 1.592 3.643 1.134
C 2.925 3.687 0.849
I 3.677 5.751 0.518
C 3.058 3.045 -0.560
C 1.859 3.204 -1.497
C 1.275 4.590 -1.681
I 0.323 1.699 -1.180
C 3.903 2.959 1.911
C 5.319 2.710 1.283
C 5.548 1.428 0.467
C 6.173 1.673 -0.915
F 6.982 0.571 -1.178
N 4.155 3.950 2.952
C 3.756 3.718 4.339
C 4.984 3.577 5.287
N 3.187 1.758 2.305
C 3.804 0.841 3.085
O 4.812 0.976 3.705
N 3.060 -0.436 3.188
C 3.403 -1.020 4.410
O 3.068 -0.623 5.451
F 4.188 -2.119 4.318
H 0.162 5.586 6.396
H 0.606 6.116 2.318
H 2.189 5.774 3.034
H 1.359 3.307 3.213
H -0.641 3.343 1.248
H -1.055 4.582 2.396
H -0.602 1.620 2.634
H -0.453 2.508 4.126
H -2.777 1.391 3.374
H -2.800 2.967 4.108
H -7.681 2.173 2.142
H -7.260 2.901 3.730
H -7.103 4.029 1.003
H -6.018 4.691 2.225
H -7.802 4.740 2.429
H -4.590 0.410 3.237
H -6.018 0.696 4.172
H -5.686 -0.859 1.771
H -6.991 0.245 1.496
H -7.032 -0.875 2.881
H 3.131 1.976 -0.360
H 3.972 3.390 -1.018
H 2.232 2.931 -2.475
H 1.995 5.305 -2.065
H 0.881 5.013 -0.762
H 0.432 4.555 -2.366
H 5.968 2.636 2.147
H 5.668 3.566 0.712
H 4.675 0.789 0.352
H 6.281 0.815 0.985
H 6.840 2.526 -0.816
H 5.440 1.780 -1.703
H 5.090 4.313 2.939
H 3.247 4.611 4.703
H 3.076 2.898 4.530
H 5.016 4.426 5.964
H 5.921 3.507 4.743
H 4.902 2.703 5.925
H 2.679 1.307 1.553
H 3.289 -1.053 2.414
C 6.593 1.366 -5.508
C 5.636 0.203 -5.441
O 4.611 0.633 -4.539
S 4.406 2.199 -4.668
O 3.306 2.468 -5.514
O 4.494 2.724 -3.352
O 5.757 2.534 -5.470
H 7.244 1.391 -4.631
H 7.199 1.358 -6.409
H 6.112 -0.691 -5.069
H 5.172 0.006 -6.410
C -5.441 -2.442 -3.297
C -4.783 -1.826 -4.509
O -5.063 -0.423 -4.394
S -5.110 -0.015 -2.844
O -3.856 0.528 -2.484
O -6.325 0.672 -2.593
O -5.216 -1.488 -2.236
H -6.509 -2.550 -3.440
H -5.012 -3.405 -3.037
H -5.177 -2.222 -5.441
H -3.699 -1.957 -4.489
C -10.330 -5.905 -3.514
C -9.369 -6.105 -2.363
O -8.078 -6.178 -2.983
S -8.057 -5.243 -4.282
O -7.469 -3.994 -3.934
O -7.594 -6.004 -5.377
O -9.638 -5.030 -4.416
H -10.531 -6.843 -4.035
H -11.268 -5.459 -3.198
H -9.573 -7.011 -1.800
H -9.374 -5.248 -1.686
C 10.463 -1.160 -2.952
C 10.723 -0.945 -4.427
O 10.082 -2.055 -5.070
S 8.784 -2.479 -4.229
O 7.642 -1.877 -4.814
O 8.853 -3.864 -3.965
O 9.127 -1.672 -2.890
H 11.137 -1.909 -2.532
H 10.542 -0.240 -2.378
H 11.782 -0.925 -4.667
H 10.252 -0.026 -4.783
C 4.914 -5.631 3.185
C 3.555 -5.168 3.656
O 2.671 -5.473 2.562
S 3.187 -6.795 1.816
O 2.457 -7.907 2.300
O 3.291 -6.521 0.431
O 4.652 -6.842 2.455
H 5.367 -4.909 2.502
H 5.596 -5.824 4.008
H 3.533 -4.107 3.889
H 3.222 -5.736 4.528
C -2.701 5.542 -0.982
C -3.454 5.910 0.277
O -2.504 6.651 1.057
S -1.531 7.470 0.079
O -1.997 8.801 -0.027
O -0.196 7.161 0.436
O -1.894 6.695 -1.276
H -2.036 4.691 -0.814
H -3.365 5.322 -1.814
H -3.801 5.037 0.825
H -4.301 6.565 0.060
C 5.473 -4.326 -0.746
C 3.990 -4.325 -0.458
O 3.520 -3.083 -0.987
S 4.387 -2.690 -2.274
O 3.685 -3.088 -3.436
O 4.874 -1.373 -2.097
O 5.592 -3.722 -2.038
H 6.018 -3.711 -0.027
H 5.894 -5.328 -0.756
H 3.772 -4.393 0.606
H 3.480 -5.134 -0.991
C -9.004 2.569 -2.175
C -9.947 1.391 -2.204
O -10.952 1.711 -1.232
S -11.177 3.301 -1.202
O -12.300 3.618 -2.003
O -11.062 3.739 0.138
O -9.853 3.715 -2.005
H -8.325 2.513 -1.321
H -8.425 2.658 -3.089
H -9.452 0.457 -1.951
H -10.433 1.293 -3.177
C -0.648 -10.373 2.741
C -0.299 -9.736 1.415
O -0.994 -10.528 0.442
S -2.364 -11.071 1.075
O -3.421 -10.219 0.675
O -2.416 -12.471 0.890
O -2.022 -10.756 2.612
H -0.056 -11.274 2.918
H -0.521 -9.689 3.575
H 0.769 -9.738 1.220
H -0.677 -8.713 1.354
*
```